Record 1
The following is a quantum chemistry calculation of a single C3H4N2OS molecule, from the Open Molecules 2025 dataset.

```
! RIJCOSX wB97M-V def2-TZVPD def2/J DEFGRID3
* xyz 0 1
S 1.4265 -1.4533 1.1991
O 0.2736 -0.1988 -0.7869
N -0.6414 0.8022 -0.9279
N -0.7862 0.1172 1.2123
C -0.7535 1.5338 -2.1822
C -1.2820 0.9081 0.3030
C 0.2826 -0.5171 0.5644
H 0.1247 2.1368 -2.3054
H -0.8805 0.8876 -3.0280
H -1.6202 2.1997 -2.1291
H -2.1252 1.6338 0.4703
*
```

Calculated values
E_LUMO = 0.42 eV
orbital gap = 8.9 eV
structure (SMILES) = Cn1cnc(=S)o1

Calculated atomic charges, method Mulliken, unit e: -0.37, -0.25, 0.23, -0.44, -0.73, 0.15, 0.20, 0.30, 0.28, 0.30, 0.32



Record 2
The following is a quantum chemistry calculation of a molecular structure, C4HHoO2, from the Open Molecules 2025 dataset.

```
! RIJCOSX wB97M-V def2-TZVPD def2/J DEFGRID3
* xyz 2 5
Ho 0.3497 0.9133 3.8212
O -0.8528 0.6020 1.7486
O -0.4059 -1.3800 -2.5785
C -0.2244 -0.7020 -1.5052
C 0.0505 0.6375 0.7176
C -0.1444 -0.0034 -0.5183
C 0.8087 1.5251 1.3560
H 0.4186 -1.5925 -3.0414
*
```

Calculated values
expectation value of S² = 6.0244
E_LUMO (alpha / beta) = -9.73 / -11.23 eV
orbital gap (alpha / beta) = 8.4 / 5.9 eV

Calculated atomic charges, method Mulliken, unit e: 1.68, -0.50, -0.37, 0.76, 1.06, -0.49, -0.56, 0.42



Record 3
The following is a quantum chemistry calculation of a single C30H52N6O7 molecule, from the Open Molecules 2025 dataset.

```
! RIJCOSX wB97M-V def2-TZVPD def2/J DEFGRID3
* xyz 0 1
O -0.9406 0.2097 3.3186
O 4.3807 -0.4817 3.5936
O -2.7738 3.1073 -1.3094
O -3.7591 -3.7774 -0.6331
O -1.7857 -4.2622 -1.6621
O -1.5201 1.2571 -0.8568
O 4.5485 0.6658 1.6557
N 1.9289 0.7934 -0.9319
N 1.3838 0.6046 1.1075
N -0.6025 3.2382 -1.5190
N -2.0299 -2.3837 -0.4344
N 2.0488 0.0503 0.1048
N -0.6700 -1.4757 1.8530
C -4.0375 2.5272 -0.9064
C 1.1725 1.8665 -0.6240
C 6.7813 -0.3110 1.7717
C 0.8078 2.8920 -1.6401
C -1.6238 2.4123 -1.2017
C 4.8235 -1.6317 0.8744
C 1.2604 -0.0411 2.3871
C 3.0767 1.5116 3.2570
C -5.8663 -4.8034 -0.5853
C -4.5009 -4.8641 -2.6926
C -0.6324 -2.0307 -0.5226
C 5.4660 -0.2516 0.9974
C -2.0781 -1.8257 1.9272
C -2.4727 -3.5515 -0.9631
C -3.7939 -6.2194 -0.6893
C 4.0878 0.4398 2.8744
C 0.0369 -2.2390 0.8443
C 1.6013 4.2021 -1.5030
C 5.6687 0.3572 -0.3886
C 1.7150 0.8691 3.5339
C -2.7321 -1.6067 0.5588
C 3.7742 3.6734 -0.2730
C -5.0598 3.6276 -1.1977
C -4.0130 2.2147 0.5903
C 3.5903 3.1891 -2.7267
C -4.4563 -4.9268 -1.1663
C -4.3520 1.2844 -1.7394
C -0.2252 -0.4275 2.5677
C 0.8150 1.7581 0.7046
C 3.1341 4.1025 -1.5920
H -2.6349 -0.5536 0.2810
H 4.6718 -2.0719 1.8564
H -4.8106 4.5262 -0.6397
H 3.0171 2.2415 2.4499
H 0.9617 1.6390 3.7071
H -3.7437 -6.2350 0.3977
H 3.8670 -1.5364 0.3644
H 7.1964 0.6887 1.8828
H 3.1334 3.4857 -3.6683
H 4.8530 3.7998 -0.3294
H -6.4810 -5.6319 -0.9240
H 0.2096 2.3630 1.3438
H -4.9609 1.7793 0.8927
H -0.8727 4.1543 -1.8426
H -0.0267 -3.3001 1.1137
H 1.2573 4.8628 -2.3041
H -4.3688 1.5420 -2.7963
H 6.0824 1.3582 -0.3022
H -2.7869 -6.2911 -1.0905
H -2.1648 -2.8783 2.2173
H 1.7788 0.2553 4.4330
H 0.9967 2.4492 -2.6277
H -5.0583 3.8681 -2.2574
H 1.0830 -1.9537 0.7723
H 3.4061 4.2818 0.5513
H 4.7141 0.4136 -0.9044
H 4.6703 3.2490 -2.8384
H -6.3207 -3.8695 -0.9058
H -0.5601 -0.9803 -0.8196
H -3.7815 -1.8930 0.5814
H 7.4932 -0.9299 1.2333
H -3.4967 -4.9444 -3.0988
H -3.6011 0.5163 -1.5823
H -0.1594 -2.6623 -1.2743
H 3.4877 5.1192 -1.8072
H 3.5749 2.6291 -0.0590
H 6.6206 -0.7365 2.7586
H -3.2157 1.5152 0.8236
H 1.3327 4.6662 -0.5506
H -6.0524 3.2947 -0.9100
H -4.9359 -3.9202 -3.0145
H -3.8472 3.1277 1.1584
H -5.3247 0.8920 -1.4567
H 5.4726 -2.2826 0.2960
H -5.1054 -5.6817 -3.0752
H 1.8935 -0.9322 2.3601
H -5.8249 -4.8128 0.5008
H 3.3255 2.1570 -2.5136
H -2.5433 -1.1961 2.6865
H 6.3492 -0.2594 -0.9676
H -4.3723 -7.0742 -1.0279
H 3.4256 2.0094 4.1624
*
```

Calculated values
E_LUMO = 0.57 eV
orbital gap = 9.3 eV

Calculated atomic charges, method Mulliken, unit e: -0.74, -0.62, -0.57, -0.25, -0.68, -0.56, -0.09, -0.93, 2.05, -0.03, 0.34, -0.04, 0.17, 1.86, 0.08, -1.86, -0.36, 0.35, -1.58, -0.92, -0.39, -1.76, -1.63, -0.76, 1.73, -1.42, 0.84, -1.64, 0.54, -0.22, -1.45, -1.61, -0.98, -0.10, -1.10, -1.91, -1.18, -1.67, 1.47, -1.43, 0.18, -0.47, 0.81, -0.19, 0.37, 0.42, -0.16, 0.45, 0.36, 0.24, 0.36, 0.38, 0.54, 0.44, 0.52, 0.46, 0.34, 0.38, 0.56, 0.37, 0.32, 0.36, 0.26, 0.51, 0.21, 0.41, -0.09, 0.30, 0.32, 0.46, 0.38, -0.04, 0.53, 0.46, 0.38, 0.18, 0.54, 0.48, -0.16, 0.40, -0.01, 0.32, 0.42, 0.36, 0.37, 0.47, 0.52, 0.46, 0.81, 0.38, 0.28, 0.56, 0.50, 0.47, 0.56



Record 4
The following is a quantum chemistry calculation of a molecular structure, C28H25Cl5N8NiO3S4, from the Open Molecules 2025 dataset.

```
! RIJCOSX wB97M-V def2-TZVPD def2/J DEFGRID3
* xyz 0 1
Ni 0.0497 0.3237 -0.3772
Cl -2.3231 0.9210 -6.4433
Cl -3.2435 -1.5850 -4.8468
Cl -0.3878 2.9819 -5.1070
Cl 0.5259 2.5647 -2.1632
Cl -2.1647 -2.1194 -1.9964
S 1.2224 0.8248 5.5003
S 1.9130 0.3848 1.4483
S -0.7287 -2.1918 1.8336
S 5.0686 -2.8676 -3.2295
O 1.4396 2.0997 6.1208
O 0.2272 -0.0442 6.0760
O -0.9697 -1.2899 0.6398
N -2.8705 2.7646 1.4458
N -1.6988 3.2470 3.4547
N -1.2092 1.6668 0.5009
N -1.8019 2.6688 2.2065
N 1.5907 -0.6616 -1.3124
N 4.2183 -7.3056 -2.5952
N 0.9275 1.0249 3.8920
N -0.8009 2.0441 1.7020
C -1.7067 -0.6432 -2.8120
C 3.6922 -2.0820 -2.4528
C -1.4712 -3.7786 1.4131
C 2.7778 -0.0817 -1.5180
C -1.7791 0.6768 -4.8291
C 4.9428 -6.6043 -1.7253
C -0.9265 1.6011 -4.2309
C 3.8425 -0.7466 -2.0896
C 1.8081 0.3927 3.1486
C 3.5981 -0.5521 6.2507
C 5.2132 -5.2502 -1.8639
C -2.8524 -3.7029 0.7770
C 1.4530 -1.9430 -1.6544
C -1.8962 -1.6496 3.1090
C -3.1336 -0.9333 2.5814
C -2.4566 2.1132 0.3609
C 4.6848 -1.2887 5.7968
C -0.8848 0.2615 -2.1641
C 2.4663 -2.6915 -2.2166
C -2.1761 -0.4486 -4.1133
C 3.9576 -5.3068 -3.8918
C 2.8904 -0.2901 3.9476
C -0.5255 1.3761 -2.9199
C 4.8607 -1.5326 4.4367
C 2.7207 -0.0739 5.2998
C 3.7385 -6.6563 -3.6537
C 4.7055 -4.5882 -2.9715
C 3.9669 -1.0329 3.4968
H 4.7825 -0.2315 -2.2328
H -3.6347 -3.6306 1.5298
H 2.2889 -3.7289 -2.4602
H -3.9599 -1.6115 2.3805
H -1.4681 -4.3439 2.3465
H 2.8847 0.9442 -1.1938
H -2.9242 -2.8405 0.1153
H -2.6179 3.2429 3.8796
H -2.9059 -0.4075 1.6530
H 0.4743 -2.3744 -1.4803
H -0.7386 -4.2364 0.7452
H 3.1521 -7.2431 -4.3509
H 3.4481 -0.3580 7.3042
H -3.4661 -0.2036 3.3205
H -3.0610 1.9596 -0.5156
H 5.4029 -1.6748 6.5084
H 5.8017 -4.7212 -1.1269
H 4.0929 -1.2088 2.4366
H -0.9982 2.7200 3.9735
H 5.3292 -7.1520 -0.8739
H -2.1247 -2.5389 3.6975
H 3.5578 -4.8281 -4.7757
H -1.3101 -0.9903 3.7295
H -3.0377 -4.5995 0.1853
H 5.7108 -2.1163 4.1084
*
```

Calculated values
E_LUMO (alpha / beta) = -0.28 / -0.28 eV
orbital gap (alpha / beta) = 8.0 / 8.0 eV

Calculated atomic charges, method Mulliken, unit e: -0.50, -0.19, -0.19, -0.19, -0.16, -0.29, 1.09, -0.32, 0.37, -0.22, -0.67, -0.67, -0.21, -1.04, -0.67, 0.45, 1.11, 0.54, -0.58, -0.15, -0.09, 1.88, 1.25, -0.57, -0.35, 0.64, -0.36, -0.49, -1.20, 0.12, -0.67, -0.04, -0.96, -1.08, -0.20, -0.92, -0.40, -0.49, -1.88, -0.69, -0.25, -0.12, 0.53, 1.40, -0.63, -0.09, -0.31, 0.07, -0.58, 0.44, 0.23, 0.47, 0.27, 0.54, 0.50, 0.13, 0.29, 0.01, 0.24, 0.35, 0.36, 0.44, 0.39, 0.53, 0.38, 0.41, 0.48, 0.37, 0.36, 0.51, 0.42, 0.04, 0.39, 0.39



Ordered DFT total energy results: -699.58244; -1250.61805; -2029.67511; -7147.68777; unit Eh.
Ordered maximum force results: 3.02; 4.89; 1.07; 1.20; unit eV Å⁻¹.
Ordered relative energy (zero: lowest compared OMol25 entry of this formula, charge and spin) results: 235.5; 0.0; 16.6; 59.7; unit kJ/mol.